# 1
118
Properties=species:S:1:pos:R:3:forces:R:3:lowdin_charge:R:1 method="wB97M-V/def2-TZVPD" gap_ev=9.551 homo_ha=-0.33889 e_lumo_ev=0.3 de_lowest_kj_mol=0.00
C -2.2678 12.2689 11.2896 0.0 -0.8 -1.3 -0.660
O -2.1296 11.6519 10.2218 -0.4 0.6 1.3 -0.009
N -3.2447 13.2034 11.4991 0.8 -0.7 0.5 0.162
N -1.4304 12.0140 12.3520 -0.1 0.3 -0.2 0.156
H -3.1442 13.8663 12.2566 -0.5 0.2 -0.2 0.050
H -3.9721 13.2377 10.8137 0.0 0.4 -0.1 0.101
H -1.5829 12.4031 13.2647 -0.1 0.0 0.1 0.058
H -0.8360 11.2142 12.2381 0.1 0.1 0.0 0.098
C -0.7164 12.3644 15.7878 0.0 -0.6 -1.2 -0.595
O -1.6151 13.2281 15.6305 0.9 -0.9 0.4 -0.055
N 0.5752 12.6110 15.4156 -0.6 0.7 0.3 0.182
N -0.9645 11.0667 16.1488 -0.1 1.7 -0.1 0.207
H 0.8009 13.5414 15.1084 -0.1 0.0 0.1 0.115
H 1.2928 11.9207 15.3387 0.0 -0.3 0.1 0.102
H -0.1974 10.4460 16.2996 -0.1 -0.4 0.2 0.111
H -1.9108 10.8472 16.4059 0.1 -0.3 0.1 0.069
C -3.5145 16.5486 13.8317 -1.0 0.4 0.1 -0.598
O -3.7704 15.5421 13.1484 0.5 0.4 0.4 -0.040
N -4.3917 17.5965 13.9457 1.3 -0.3 0.3 0.174
N -2.3503 16.6919 14.5277 0.0 -0.5 -0.5 0.178
H -5.3616 17.5644 13.6471 -0.1 -0.5 -0.2 0.056
H -4.0758 18.3411 14.5336 -0.2 0.3 0.1 0.090
H -1.6559 15.9721 14.4361 -0.1 -0.1 0.1 0.096
H -2.1894 17.4002 15.2138 0.0 0.2 0.1 0.096
C -9.9532 12.1495 11.7957 0.2 0.3 0.0 -0.602
O -9.1317 12.6299 12.6079 -0.6 -0.6 -0.9 -0.055
N -10.8328 12.9405 11.0832 0.6 -0.6 0.5 0.166
N -9.9791 10.8196 11.5384 0.6 0.8 0.8 0.194
H -10.7615 13.9331 11.2185 -0.2 0.0 0.1 0.095
H -11.7095 12.5323 10.8212 -0.1 0.2 -0.2 0.096
H -9.3238 10.2975 12.1119 -0.2 -0.5 -0.1 0.074
H -10.6779 10.3473 11.0047 -0.1 0.0 -0.2 0.108
C -11.0279 10.7070 15.5236 -0.6 0.9 -0.9 -0.634
O -10.9093 9.5907 15.0197 0.1 0.2 0.7 0.012
N -10.3131 11.8008 15.0693 0.0 -1.6 0.8 0.178
N -11.9668 11.0016 16.4770 0.4 -0.7 -0.3 0.169
H -9.6444 11.5927 14.3398 -0.1 0.6 -0.1 0.066
H -10.6521 12.7223 15.2547 0.2 0.3 -0.2 0.096
H -12.0794 11.9148 16.8645 0.1 0.2 0.2 0.099
H -12.5697 10.2548 16.7680 0.0 0.0 0.1 0.106
C -7.3135 15.7348 12.8930 -0.2 -0.7 0.0 -0.620
O -6.9841 16.9007 13.1861 -0.4 -0.9 -0.3 -0.027
N -8.6310 15.3424 12.8118 0.8 0.9 -0.1 0.157
N -6.4079 14.7336 12.6606 0.6 1.9 0.6 0.179
H -8.8677 14.3548 12.9059 -0.2 0.3 -0.1 0.038
H -9.2456 16.0973 13.0578 -0.3 -0.3 0.1 0.070
H -6.6415 13.8368 12.2841 -0.2 -0.1 0.0 0.090
H -5.4378 15.0696 12.8231 -0.4 -0.8 -0.4 0.060
C -3.0567 8.6747 15.6124 0.4 -1.1 -0.6 -0.678
O -2.2115 7.7947 15.3806 -1.0 1.1 0.6 -0.011
N -3.4909 9.5566 14.6619 -0.2 -0.1 0.6 0.169
N -3.6993 8.7911 16.8368 0.8 0.1 -1.2 0.163
H -3.9637 10.3997 14.9761 0.2 0.0 -0.2 0.050
H -3.0271 9.5490 13.7734 0.2 0.0 0.0 0.106
H -4.3095 9.5711 16.9898 -0.2 -0.1 0.4 0.061
H -3.4341 8.1061 17.5165 -0.2 0.2 0.3 0.100
C -0.8614 16.0128 18.1854 1.6 -0.5 -0.5 -0.653
O 0.0377 16.3931 17.4189 -1.2 0.0 0.5 -0.026
N -1.6419 14.9098 17.9367 0.1 1.0 0.6 0.169
N -1.0541 16.5879 19.4268 -0.7 -0.5 -0.3 0.146
H -2.2850 14.6682 18.6851 -0.1 -0.4 -0.6 0.058
H -1.6216 14.4528 17.0212 -0.1 0.3 0.6 0.056
H -0.4478 17.2861 19.8036 0.3 0.1 -0.3 0.095
H -1.7102 16.1553 20.0491 -0.1 0.1 0.1 0.069
C -6.4628 8.2240 13.1748 -0.7 -0.3 -0.3 -0.072
C -7.7859 7.9870 13.8864 0.3 0.8 0.9 -0.295
O -8.7058 8.9783 13.4332 -0.3 -0.1 -0.6 -0.131
H -6.6357 7.8666 12.1572 0.6 0.0 -0.1 0.076
H -5.6373 7.7094 13.6609 0.0 -0.2 -0.1 0.070
H -6.2066 9.2810 13.1095 -0.1 0.0 0.2 0.057
H -7.6814 8.1429 14.9684 0.1 -0.4 -0.3 0.074
H -8.1510 6.9702 13.7250 -0.1 0.0 -0.2 0.116
H -9.5894 8.8632 13.8234 0.3 0.1 0.3 0.050
C -6.4301 11.9603 14.9492 0.1 1.0 0.3 -0.061
C -5.1059 12.6866 14.8541 1.0 -0.7 0.4 -0.270
O -4.1384 12.1321 15.7922 -0.6 -0.2 0.1 -0.149
H -7.0952 12.5115 14.2817 -0.2 -0.3 0.0 0.055
H -6.8038 12.0738 15.9699 -0.1 -0.2 0.0 0.067
H -6.4243 10.9080 14.6718 0.2 0.0 -0.1 0.055
H -5.1965 13.7425 15.1189 -0.3 0.0 -0.5 0.109
H -4.6647 12.5388 13.8616 -0.2 0.5 -0.1 0.099
H -3.3096 12.6395 15.7058 0.0 0.0 0.0 0.028
C -5.0105 13.0327 19.2965 -0.4 0.0 0.9 -0.041
C -3.8339 12.7704 20.2194 0.2 0.7 -0.3 -0.456
C -2.8487 11.7523 19.6553 -0.3 -0.3 0.3 -0.047
O -3.2042 14.0642 20.4308 0.3 -0.5 0.3 -0.093
H -5.7894 13.5694 19.8439 0.0 -0.1 0.0 0.085
H -5.4380 12.0783 18.9904 0.0 0.1 -0.4 0.070
H -4.7411 13.6784 18.4642 0.2 -0.4 -0.3 0.081
H -4.1658 12.4057 21.1965 -0.2 0.1 0.0 0.133
H -2.9254 11.6632 18.5772 0.1 0.2 -0.3 0.053
H -3.1186 10.7844 20.0849 0.2 -0.1 -0.2 0.081
H -1.8144 11.9651 19.9308 0.0 0.0 0.0 0.082
H -2.4566 13.8596 21.0116 -0.1 0.4 -0.1 0.091
C -8.5424 15.3182 16.3037 -0.2 0.0 -0.8 -0.044
C -9.2314 16.6328 16.5876 -1.4 0.3 0.4 -0.459
C -9.4015 17.5780 15.4119 0.9 0.3 0.1 -0.058
O -10.5666 16.3089 17.0898 0.4 -0.2 0.0 -0.079
H -7.6144 15.4425 15.7408 0.3 0.2 0.5 0.078
H -9.1437 14.7461 15.5872 -0.3 0.0 0.2 0.063
H -8.4306 14.7324 17.2130 0.2 0.0 0.0 0.080
H -8.7626 17.1922 17.4055 0.5 -0.2 -0.2 0.135
H -10.0140 18.4435 15.6698 0.0 -0.1 0.2 0.079
H -9.8512 17.1116 14.5411 -0.1 -0.2 0.1 0.057
H -8.4090 17.9550 15.1486 -0.1 0.0 -0.3 0.078
H -10.8623 17.0911 17.5638 -0.2 -0.1 0.0 0.075
C -7.4888 9.5197 17.0671 -0.1 -1.4 1.0 -0.059
C -8.5068 10.0966 18.0439 0.3 1.3 -0.8 -0.466
C -8.0853 9.9259 19.4948 0.3 -0.4 -0.4 -0.044
O -8.6113 11.5170 17.8761 0.0 0.4 0.3 -0.080
H -7.6994 9.6976 16.0173 -0.2 0.3 0.1 0.045
H -7.5767 8.4390 17.2574 0.1 0.0 -0.4 0.094
H -6.4424 9.7259 17.2966 -0.1 0.6 0.0 0.063
H -9.4628 9.6435 17.7575 -0.1 -0.1 0.5 0.127
H -7.0423 10.2466 19.5514 0.0 0.0 0.1 0.066
H -8.1339 8.8777 19.7922 0.0 0.0 0.1 0.082
H -8.6412 10.5413 20.1967 -0.3 0.0 -0.2 0.081
H -8.8433 11.7570 16.9726 -0.1 -0.3 -0.2 0.038

# 2
38
Properties=species:S:1:pos:R:3:forces:R:3:nbo_charge:R:1 method="wB97M-V/def2-TZVPD" smiles="O=C(COC(=O)Cc1ccccc1F)Nc1ccc2c(c1)OCO2" gap_ev=8.394 homo_ha=-0.29081 e_lumo_ev=0.5 de_lowest_kj_mol=92.03
O 0.5208 -0.9856 -3.0685 0.1 -0.2 -0.3 -0.604
C 0.4821 -0.6488 -1.9083 0.0 -0.1 0.7 0.659
C 0.9265 -1.6210 -0.8101 0.4 -0.4 -0.5 -0.182
O 0.7069 -1.1197 0.5034 -0.5 0.2 -0.2 -0.536
C 1.7163 -1.2248 1.3908 0.4 0.2 0.3 0.813
O 2.7944 -1.6735 1.1288 0.0 0.0 0.0 -0.569
C 1.2688 -0.7362 2.7526 0.1 -0.1 -0.1 -0.521
C 0.7361 -1.9305 3.5038 0.1 0.0 0.2 -0.093
C -0.4403 -2.5576 3.1109 0.0 -0.1 0.1 -0.183
C -0.9133 -3.6701 3.7832 -0.1 0.0 -0.1 -0.222
C -0.2144 -4.1797 4.8650 0.0 0.0 0.0 -0.190
C 0.9575 -3.5720 5.2777 0.1 0.1 0.0 -0.272
C 1.4164 -2.4623 4.5918 -0.2 0.0 -0.1 0.406
F 2.5539 -1.8714 5.0122 0.0 0.0 -0.1 -0.324
N 0.0728 0.5491 -1.4308 0.0 0.1 0.5 -0.596
C -0.3940 1.6686 -2.1300 -0.1 0.4 -0.2 0.151
C -0.7559 2.7862 -1.3845 0.1 -0.2 0.0 -0.247
C -1.2312 3.9456 -1.9891 -0.1 0.1 -0.4 -0.243
C -1.3297 3.9418 -3.3586 0.2 -0.6 -0.2 0.201
C -0.9667 2.8206 -4.1082 -0.1 0.5 0.6 0.319
C -0.4957 1.6704 -3.5263 0.0 0.1 -0.3 -0.318
O -1.1619 3.0817 -5.4351 0.2 -0.4 0.2 -0.486
C -1.6581 4.4013 -5.5043 -0.3 0.6 -1.0 0.237
O -1.7612 4.9328 -4.2002 0.0 0.1 0.4 -0.478
H 1.9927 -1.8401 -0.9446 -0.3 0.1 0.0 0.245
H 0.3677 -2.5546 -0.9323 0.1 0.2 0.0 0.217
H 2.1255 -0.3137 3.2768 -0.1 0.0 -0.1 0.259
H 0.4847 0.0120 2.6335 0.1 0.0 0.0 0.234
H -0.9846 -2.1628 2.2658 -0.1 0.0 -0.1 0.220
H -1.8289 -4.1415 3.4608 -0.1 0.0 0.0 0.218
H -0.5807 -5.0487 5.3890 0.0 -0.1 0.1 0.220
H 1.5221 -3.9433 6.1181 0.1 0.0 0.1 0.232
H 0.0892 0.6496 -0.4235 0.0 -0.1 -0.2 0.413
H -0.6667 2.7585 -0.3086 0.0 0.0 0.1 0.206
H -1.5099 4.8091 -1.4099 0.0 0.1 0.1 0.230
H -0.2171 0.8106 -4.1085 0.0 -0.1 0.0 0.271
H -2.6518 4.3974 -5.9803 0.2 -0.1 0.2 0.158
H -0.9724 5.0226 -6.1025 -0.1 -0.2 0.2 0.158